Density functional theory data (the ωB97M-V functional and the def2-TZVPD basis) for a cluster of 7 separate species, C83H188F6NOP6 in total in a non-equilibrium geometry.

Results
LUMO (spin up / spin down) (eV): -10.0 / -17.6
Multiplicity: 2
⟨S²⟩: 0.7534
Total charge: +6

Each line ends with the Löwdin charge.
Positions of all 285 atoms, in Å:
C (8.6539, 4.1244, 6.9049)  -0.0993
C (7.6458, 4.0384, 8.1116)  -0.2085
C (7.0553, 2.5799, 8.3056)  -0.2128
C (6.0319, 2.1855, 7.1713)  -0.2297
P (5.4241, 0.4082, 6.9827)  1.0845
C (6.7266, -0.8644, 7.1333)  -0.2501
C (7.8360, -0.7690, 6.0404)  -0.2439
C (9.1174, -1.6040, 6.3625)  -0.2452
C (10.0722, -1.4642, 5.1824)  -0.1023
C (4.3868, 0.2501, 5.4165)  -0.2553
C (5.0560, 0.7433, 4.1380)  -0.2512
C (4.5409, 0.0540, 2.8721)  -0.2477
C (3.0209, 0.2040, 2.5980)  -0.1001
C (4.1552, 0.0512, 8.2551)  -0.3026
C (3.1570, 1.1395, 8.5118)  -0.2747
C (2.1176, 0.6237, 9.5236)  -0.2501
C (2.6582, 0.3729, 10.9569)  -0.0835
H (8.2258, 4.0828, 5.9033)  0.0577
H (9.2490, 3.2117, 6.9353)  0.0649
H (9.3114, 4.9806, 7.0557)  0.0804
H (6.9108, 4.8391, 8.0301)  0.1058
H (8.3405, 4.2216, 8.9313)  0.1087
H (6.6206, 2.5368, 9.3043)  0.1025
H (7.8302, 1.8157, 8.3658)  0.0941
H (6.4472, 2.4190, 6.1909)  0.0733
H (5.2389, 2.9131, 7.3443)  0.0922
H (6.2958, -1.8623, 7.2154)  0.1056
H (7.2365, -0.6931, 8.0813)  0.1010
H (8.0713, 0.2896, 5.9298)  0.0986
H (7.4733, -1.0240, 5.0446)  0.0965
H (8.9832, -2.6732, 6.5267)  0.1115
H (9.5263, -1.2375, 7.3041)  0.1140
H (9.6633, -1.5947, 4.1804)  0.0786
H (10.9186, -2.1238, 5.3738)  0.0854
H (10.4298, -0.4382, 5.2692)  0.0771
H (3.4137, 0.7360, 5.4885)  0.0812
H (4.3051, -0.8269, 5.2695)  0.0879
H (6.1396, 0.6269, 4.1162)  0.0993
H (4.8225, 1.8039, 4.0449)  0.1173
H (4.6884, -1.0254, 2.8381)  0.1053
H (4.9965, 0.3771, 1.9361)  0.1120
H (2.4531, 0.1302, 3.5255)  0.0428
H (2.7084, -0.5526, 1.8782)  0.0696
H (2.9597, 1.1567, 2.0719)  0.0757
H (4.6895, 0.0284, 9.2048)  0.0998
H (3.6567, -0.8937, 8.0385)  0.1034
H (2.6813, 1.2688, 7.5396)  0.0839
H (3.5612, 2.1247, 8.7446)  0.1172
H (1.6533, -0.3074, 9.1988)  0.0957
H (1.4028, 1.4465, 9.5129)  0.1057
H (1.7673, 0.2956, 11.5801)  0.0781
H (3.2654, 1.2094, 11.3027)  0.0834
H (3.2689, -0.5261, 11.0405)  0.0735
C (3.6810, 5.7318, -8.9936)  -0.1029
C (3.9487, 6.0202, -7.5573)  -0.2875
C (2.7159, 6.0688, -6.6604)  -0.2417
C (2.9612, 6.4065, -5.1636)  -0.2366
P (1.4909, 6.4140, -4.0103)  1.0771
C (1.7551, 4.8608, -3.0403)  -0.2705
C (1.4795, 3.6051, -3.8899)  -0.1991
C (1.1779, 2.3372, -2.9677)  -0.2620
C (-0.0029, 2.4554, -2.1650)  -0.1401
C (1.5290, 7.8348, -2.8033)  -0.2705
C (2.8919, 8.0688, -2.2036)  -0.2557
C (3.0167, 9.4829, -1.5594)  -0.2204
C (2.0203, 9.7804, -0.4119)  -0.0891
C (-0.0400, 6.3662, -4.9951)  -0.2702
C (-1.3861, 6.2292, -4.2652)  -0.2527
C (-2.5456, 5.5815, -5.0152)  -0.2616
C (-3.7919, 5.6272, -4.1292)  -0.0985
H (3.1978, 4.7649, -9.1339)  0.0509
H (4.5878, 5.7209, -9.5982)  0.0946
H (2.9530, 6.4698, -9.3304)  0.0873
H (4.4887, 6.9670, -7.5607)  0.1238
H (4.6113, 5.2273, -7.2102)  0.1118
H (2.0588, 5.2163, -6.8326)  0.1036
H (2.2564, 6.9594, -7.0891)  0.1148
H (3.4750, 7.3656, -5.0978)  0.0950
H (3.6952, 5.7791, -4.6579)  0.0914
H (1.1719, 4.9343, -2.1224)  0.0789
H (2.7885, 4.7761, -2.7043)  0.1019
H (2.3269, 3.3722, -4.5347)  0.1104
H (0.6107, 3.7587, -4.5299)  0.0918
H (1.9338, 2.3530, -2.1826)  0.1104
H (1.2761, 1.4020, -3.5189)  0.1027
H (-0.8229, 2.1606, -2.8199)  0.0730
H (-0.1097, 3.3771, -1.5929)  0.0787
H (0.0338, 1.6403, -1.4423)  0.0686
H (0.7672, 7.5828, -2.0655)  0.0905
H (1.1214, 8.7140, -3.3023)  0.1116
H (3.6829, 7.9578, -2.9453)  0.0966
H (3.1037, 7.2327, -1.5372)  0.1094
H (3.0244, 10.2163, -2.3657)  0.1128
H (4.0334, 9.5433, -1.1712)  0.1095
H (2.3863, 9.2783, 0.4836)  0.0748
H (0.9958, 9.4316, -0.5421)  0.0560
H (1.8367, 10.8431, -0.2533)  0.0818
H (0.0746, 5.6446, -5.8039)  0.0849
H (-0.0408, 7.2767, -5.5944)  0.1114
H (-1.7025, 7.2082, -3.9053)  0.1202
H (-1.2589, 5.6217, -3.3692)  0.0946
H (-2.3209, 4.5871, -5.4008)  0.1032
H (-2.6697, 6.1359, -5.9455)  0.1186
H (-4.0064, 6.6948, -4.0814)  0.0838
H (-3.6648, 5.1326, -3.1662)  0.0590
H (-4.7008, 5.2094, -4.5622)  0.0773
C (1.0294, -6.3142, 5.8909)  -0.0832
C (-0.1394, -6.3560, 6.8288)  -0.2383
C (-0.9894, -5.0676, 6.7269)  -0.2528
C (-1.8394, -4.9273, 5.5115)  -0.2803
P (-2.7107, -3.3576, 5.3505)  1.0381
C (-3.9815, -3.3395, 6.6858)  -0.2175
C (-4.9783, -2.2238, 6.7293)  -0.1792
C (-6.2714, -2.2579, 7.5985)  -0.0704
C (-5.8486, -2.0288, 9.1051)  0.0614
C (-1.7026, -1.9043, 5.6801)  -0.2182
C (-0.7295, -1.3233, 4.5354)  -0.1335
C (0.6734, -2.0531, 4.4623)  -0.2501
C (1.4855, -2.0671, 5.6716)  -0.1270
C (-3.5691, -3.3197, 3.7495)  -0.2363
C (-4.6159, -4.4371, 3.4385)  -0.2051
C (-5.0434, -4.5681, 1.9623)  -0.2739
C (-6.2588, -5.4021, 1.6738)  -0.0921
H (0.5492, -6.1838, 4.9211)  0.0655
H (1.6189, -7.2245, 5.9998)  0.0945
H (1.6910, -5.4625, 6.0489)  0.0754
H (0.0905, -6.3364, 7.8941)  0.1183
H (-0.7090, -7.2830, 6.7641)  0.1246
H (-0.3851, -4.1663, 6.8297)  0.0881
H (-1.6754, -5.1295, 7.5717)  0.1145
H (-2.5684, -5.7376, 5.5239)  0.1138
H (-1.2845, -5.0731, 4.5847)  0.1052
H (-3.3497, -3.2323, 7.5676)  0.1188
H (-4.5542, -4.2668, 6.6732)  0.1270
H (-5.3479, -2.0175, 5.7248)  0.1587
H (-4.4488, -1.2922, 6.9287)  0.1219
H (-6.8050, -3.1753, 7.3502)  0.1431
H (-6.8682, -1.4069, 7.2702)  0.1348
H (-5.4007, -2.8609, 9.6483)  0.1166
H (-6.7695, -1.7877, 9.6362)  0.1572
H (-5.3292, -1.1209, 9.4115)  0.1250
H (-1.2455, -1.8774, 6.6693)  0.1083
H (-2.5743, -1.2501, 5.6947)  0.0631
H (-0.5861, -0.2480, 4.6421)  0.0892
H (-1.2204, -1.4975, 3.5779)  0.0716
H (1.2611, -1.6525, 3.6362)  0.0889
H (0.4519, -3.1048, 4.2810)  0.1028
H (2.4188, -2.5976, 5.4830)  0.0922
H (1.0208, -2.6286, 6.4820)  0.0568
H (1.6409, -1.0473, 6.0237)  0.0733
H (-2.7442, -3.2768, 3.0382)  0.0751
H (-4.0991, -2.3815, 3.5857)  0.0916
H (-5.5460, -4.3016, 3.9905)  0.1072
H (-4.3332, -5.4167, 3.8240)  0.1073
H (-4.2392, -4.9897, 1.3592)  0.0907
H (-5.2985, -3.5900, 1.5545)  0.0999
H (-6.2427, -5.4042, 0.5839)  0.0820
H (-7.1344, -4.8507, 2.0163)  0.0788
H (-6.2444, -6.4030, 2.1052)  0.0883
C (-1.8834, -3.3650, -11.7744)  -0.0908
C (-1.2252, -4.5294, -10.9984)  -0.2591
C (-0.6159, -4.1105, -9.6885)  -0.2650
C (0.4920, -3.0659, -9.8087)  -0.2559
P (1.6831, -3.0127, -8.3974)  1.0275
C (2.8714, -1.8145, -8.9650)  -0.2810
C (2.4070, -0.3572, -9.0557)  -0.2488
C (3.1847, 0.4757, -10.1107)  -0.2236
C (2.5655, 1.8699, -10.2283)  -0.1018
C (2.3371, -4.7284, -8.0895)  -0.2518
C (2.8086, -5.4865, -9.3089)  -0.2706
C (3.3700, -6.8902, -9.0643)  -0.2427
C (3.3631, -7.7363, -10.3465)  -0.0795
C (0.7426, -2.4073, -6.9761)  -0.2633
C (1.6345, -2.0824, -5.7723)  -0.2494
C (0.8524, -1.5828, -4.5637)  -0.2417
C (-0.0872, -2.6305, -3.8468)  -0.0873
H (-2.6799, -2.8595, -11.2284)  0.0740
H (-2.4190, -3.6930, -12.6653)  0.0824
H (-1.0722, -2.6845, -12.0333)  0.0677
H (-0.4842, -4.9248, -11.6931)  0.1116
H (-1.9261, -5.3625, -10.9454)  0.1155
H (-0.1749, -5.0324, -9.3093)  0.0946
H (-1.3661, -3.7787, -8.9707)  0.1146
H (0.1052, -2.0468, -9.8085)  0.0902
H (1.0197, -3.3139, -10.7296)  0.1121
H (3.3472, -2.2523, -9.8425)  0.1125
H (3.6366, -1.8674, -8.1906)  0.0983
H (2.3319, 0.1904, -8.1162)  0.1095
H (1.3318, -0.4238, -9.2218)  0.0815
H (3.0292, 0.0185, -11.0878)  0.1149
H (4.2399, 0.3864, -9.8525)  0.1203
H (1.4833, 1.8798, -10.3579)  0.0836
H (3.1120, 2.3622, -11.0326)  0.0840
H (2.7853, 2.5498, -9.4051)  0.0462
H (1.5439, -5.2246, -7.5302)  0.0981
H (3.1839, -4.6513, -7.4075)  0.1009
H (3.5368, -4.9061, -9.8755)  0.1217
H (1.9802, -5.5560, -10.0139)  0.0925
H (2.7073, -7.3806, -8.3513)  0.1029
H (4.3236, -6.8095, -8.5425)  0.1155
H (2.6068, -7.3854, -11.0486)  0.0737
H (3.2031, -8.7604, -10.0092)  0.0793
H (4.2962, -7.7452, -10.9100)  0.0815
H (0.0145, -3.1881, -6.7561)  0.0942
H (0.2028, -1.5068, -7.2691)  0.1067
H (2.4184, -1.3668, -6.0199)  0.1062
H (2.1773, -2.9876, -5.5000)  0.1109
H (0.2718, -0.7296, -4.9144)  0.0947
H (1.5216, -1.2521, -3.7694)  0.1024
H (-0.6643, -2.1724, -3.0437)  0.0376
H (0.4107, -3.5242, -3.4704)  0.0745
H (-0.7689, -2.9217, -4.6459)  0.0585
C (-1.6343, 2.3054, 5.4804)  -0.0731
C (-1.6557, 2.3177, 3.8899)  -0.2343
C (-3.0437, 2.1553, 3.2380)  -0.2562
C (-3.0413, 2.2288, 1.6991)  -0.2403
P (-4.7758, 1.9347, 1.0017)  1.1078
C (-5.9374, 3.2652, 1.6825)  -0.2476
C (-5.3434, 4.6869, 1.5004)  -0.2177
C (-6.2622, 5.8110, 2.2339)  -0.2405
C (-7.7202, 5.9181, 1.8342)  -0.0928
C (-5.4081, 0.2841, 1.5675)  -0.2701
C (-6.6751, -0.2184, 0.7791)  -0.2419
C (-7.3675, -1.1449, 1.7280)  -0.2879
C (-8.2988, -1.9738, 0.8879)  -0.0855
C (-4.7343, 1.9615, -0.9093)  -0.2182
C (-4.0781, 0.7742, -1.6629)  -0.2464
C (-3.8742, 0.9983, -3.1623)  -0.2514
C (-3.0200, -0.1133, -3.8457)  -0.0775
H (-0.6233, 2.3683, 5.8830)  0.0733
H (-2.1480, 1.4285, 5.8744)  0.0407
H (-2.3454, 3.0840, 5.7566)  0.0760
H (-0.9239, 1.6641, 3.4150)  0.0894
H (-1.2679, 3.2879, 3.5795)  0.1083
H (-3.7376, 2.8519, 3.7085)  0.1071
H (-3.4386, 1.1535, 3.4071)  0.0845
H (-2.4361, 1.3620, 1.4332)  0.0721
H (-2.7244, 3.1850, 1.2827)  0.0908
H (-5.9672, 3.1187, 2.7622)  0.0907
H (-6.8885, 3.0180, 1.2110)  0.0894
H (-5.3439, 5.0012, 0.4567)  0.0996
H (-4.3048, 4.7501, 1.8252)  0.0881
H (-5.7954, 6.7883, 2.1110)  0.1048
H (-6.0644, 5.6174, 3.2882)  0.0982
H (-8.2901, 6.5380, 2.5263)  0.0885
H (-8.1475, 4.9477, 2.0868)  0.0617
H (-7.8302, 6.2014, 0.7874)  0.0883
H (-5.4304, 0.1571, 2.6498)  0.0778
H (-4.5874, -0.4069, 1.3753)  0.0627
H (-6.3742, -0.5364, -0.2191)  0.1073
H (-7.3331, 0.6068, 0.5064)  0.1133
H (-7.9131, -0.4973, 2.4143)  0.1227
H (-6.6482, -1.6931, 2.3364)  0.0836
H (-9.0955, -2.3112, 1.5508)  0.0896
H (-7.7508, -2.8078, 0.4494)  0.0682
H (-8.6184, -1.4535, -0.0150)  0.0901
H (-4.1400, 2.8511, -1.1176)  0.0789
H (-5.6939, 2.2207, -1.3564)  0.1023
H (-4.5209, -0.2059, -1.4853)  0.1007
H (-3.0420, 0.7677, -1.3245)  0.0818
H (-3.4379, 1.9887, -3.2919)  0.0920
H (-4.8195, 1.1167, -3.6919)  0.1116
H (-1.9783, -0.0342, -3.5350)  0.0479
H (-3.0478, 0.0791, -4.9182)  0.0767
H (-3.4383, -1.0868, -3.5897)  0.0771
C (-2.4613, -5.1930, -1.0677)  0.0209
C (-2.9474, -6.3248, -1.9423)  -0.3451
O (-3.2984, -6.2152, -3.0786)  0.1881
N (-2.8877, -7.7685, -1.3409)  0.0844
H (-2.6462, -7.8500, -0.3636)  0.1700
H (-3.8066, -8.1762, -1.4378)  0.1767
C (-2.0149, -8.5454, -2.2659)  0.0288
H (-1.8274, -4.5185, -1.6433)  0.0866
H (-1.9052, -5.4392, -0.1631)  0.0908
H (-3.2940, -4.5223, -0.8555)  0.0882
H (-2.5868, -8.5985, -3.1923)  0.1189
H (-1.7929, -9.4684, -1.7304)  0.1206
H (-1.0959, -7.9722, -2.3888)  0.1151
P (-1.3347, -1.7218, 0.2818)  0.1940
F (-1.1705, -0.2891, -0.4794)  -0.1554
F (0.0634, -1.3953, 1.0634)  -0.1542
F (-2.3909, -1.0905, 1.3577)  -0.1854
F (-1.4001, -3.0997, 1.1275)  -0.1824
F (-2.6362, -2.1831, -0.5090)  -0.1544
F (-0.5228, -2.5779, -0.8470)  -0.1717

Density functional theory data (the ωB97M-V functional and the def2-TZVPD basis) for the molecule C4H10N2 in a non-equilibrium geometry.

Results
LUMO (eV): 1.1
Energy above the lowest of the compared OMol25 structures with the same formula, charge and spin (kcal per mole): 38.7

Each line ends with the Löwdin charge.
Positions of all 16 atoms, in Å:
C (1.4758, 0.5145, -1.8508)  -0.0908
N (0.6514, 1.2618, -1.2689)  -0.0226
C (-0.6350, 0.6673, -0.8512)  -0.2444
C (-0.7074, 0.7571, 0.6733)  -0.1961
C (-0.3018, -0.4550, 1.5155)  -0.2927
N (-0.2542, -1.6952, 0.7189)  -0.0115
H (2.4305, 0.8712, -2.2404)  0.0572
H (1.4461, -0.5568, -2.1295)  0.0747
H (-1.3515, 1.3662, -1.2913)  0.1075
H (-0.8851, -0.3210, -1.2375)  0.0994
H (-1.7445, 1.0219, 0.9131)  0.1021
H (-0.1061, 1.5587, 1.1121)  0.1049
H (-1.0496, -0.5878, 2.3133)  0.1026
H (0.5683, -0.2912, 2.1660)  0.0979
H (-0.1039, -2.4902, 1.3275)  0.0622
H (0.5671, -1.6214, 0.1297)  0.0497